[1]
Here is C21H33FeN4PS as an isolated structure from OMol25. Energies are from ωB97M-V with the def2-TZVPD basis set.

Output
E_LUMO (spin up / spin down) in eV: -3.14 / -2.90
Highest occupied orbital energy (spin up / spin down) in eV: -10.50 / -10.63
Net charge: +1
<S²>: 0.831
HOMO-LUMO gap (spin up / spin down) in eV: 7.35 / 7.73
2S+1: 2

Last column: Mulliken spin population.
Cartesian coordinates (Å):
1 Fe -0.51 -0.12 0.21  1.24
2 C -2.59 0.50 0.81  -0.02
3 C -2.27 1.14 -0.39  -0.07
4 C -1.20 2.06 -0.11  0.03
5 C -0.77 1.86 1.21  -0.01
6 C -1.60 0.85 1.78  -0.07
7 C -1.73 0.49 3.23  0.01
8 C 0.20 2.71 1.97  0.01
9 C -0.90 3.20 -1.03  0.01
10 C -3.03 1.08 -1.67  0.00
11 C -3.87 -0.23 1.08  0.00
12 H -2.72 0.81 3.58  0.00
13 H -0.99 1.00 3.85  0.00
14 H -1.67 -0.58 3.42  0.00
15 H 1.02 3.08 1.36  0.00
16 H 0.64 2.17 2.81  0.00
17 H -0.31 3.58 2.37  0.00
18 H -0.66 2.88 -2.04  0.00
19 H -0.10 3.84 -0.66  0.00
20 H -1.79 3.83 -1.09  0.00
21 H -2.36 1.22 -2.53  0.00
22 H -3.79 1.86 -1.72  0.00
23 H -3.53 0.12 -1.80  0.00
24 H -3.74 -1.06 1.78  0.00
25 H -4.31 -0.61 0.16  0.00
26 H -4.57 0.48 1.52  0.00
27 C 1.05 -2.46 -3.28  0.00
28 C 0.72 -1.41 -2.26  0.01
29 N -0.16 -1.55 -1.33  0.00
30 N -0.78 -2.78 -1.32  -0.01
31 C -1.32 -3.09 -0.18  0.02
32 N -1.88 -4.31 -0.05  0.00
33 S -1.36 -2.03 1.19  -0.09
34 C 1.48 -0.15 -2.27  -0.01
35 C 2.49 0.08 -3.19  0.00
36 C 3.18 1.28 -3.15  0.00
37 C 2.84 2.21 -2.17  0.00
38 C 1.82 1.88 -1.30  0.00
39 N 1.14 0.74 -1.33  0.03
40 H 0.37 -3.30 -3.20  0.00
41 H 2.07 -2.82 -3.13  0.00
42 H 0.99 -2.04 -4.28  0.00
43 H -1.91 -4.91 -0.85  0.00
44 H -2.39 -4.55 0.78  0.00
45 H 2.74 -0.66 -3.93  0.00
46 H 3.98 1.49 -3.85  0.00
47 H 3.35 3.15 -2.08  0.00
48 H 1.57 2.56 -0.50  0.00
49 C 2.04 -2.35 0.86  0.00
50 P 1.36 -0.75 1.40  -0.05
51 C 2.86 0.30 1.31  0.00
52 C 1.22 -1.00 3.20  0.00
53 H 2.91 -2.61 1.47  0.00
54 H 2.36 -2.29 -0.18  0.00
55 H 1.29 -3.13 0.96  0.00
56 H 3.64 -0.13 1.95  0.00
57 H 2.67 1.32 1.65  0.00
58 H 3.23 0.33 0.29  0.00
59 H 2.18 -1.37 3.57  0.00
60 H 0.45 -1.74 3.41  0.00
61 H 0.98 -0.08 3.72  0.00

[2]
Here is one molecule with the formula C21H33N3O2 from OMol25. Energies are from ωB97M-V with the def2-TZVPD basis set.

Output
Structure (SMILES): CCCCNC(=O)N1CCC(CCC(=O)N(C)Cc2ccccc2)CC1
E_LUMO in eV: 0.74
Highest occupied orbital energy in eV: -8.81
HOMO-LUMO gap in eV: 9.55

Last column: Löwdin charge in e.
Cartesian coordinates (Å):
1 C -5.49 2.73 -0.41  -0.11
2 C -5.19 2.09 -1.75  -0.27
3 C -3.87 1.32 -1.80  -0.20
4 C -3.80 0.12 -0.85  -0.18
5 N -3.29 0.49 0.45  0.07
6 C -2.32 -0.25 1.07  -0.53
7 O -1.80 -1.21 0.53  0.05
8 N -2.02 0.15 2.36  -0.06
9 C -1.89 1.56 2.68  -0.15
10 C -0.56 2.10 2.14  -0.13
11 C 0.62 1.31 2.73  -0.31
12 C 1.96 1.77 2.14  -0.15
13 C 2.18 1.34 0.68  -0.09
14 C 2.73 -0.08 0.62  -0.49
15 O 3.60 -0.43 1.40  0.04
16 N 2.25 -0.92 -0.32  -0.10
17 C 1.22 -0.61 -1.29  -0.02
18 C 2.69 -2.30 -0.31  -0.11
19 C 3.52 -2.62 -1.53  -0.22
20 C 4.72 -1.94 -1.73  -0.03
21 C 5.49 -2.19 -2.85  -0.08
22 C 5.07 -3.14 -3.78  -0.10
23 C 3.88 -3.82 -3.58  -0.09
24 C 3.11 -3.56 -2.46  -0.05
25 C 0.40 -0.19 2.55  -0.12
26 C -0.98 -0.62 3.02  -0.14
27 H -4.64 3.34 -0.08  0.07
28 H -5.70 1.98 0.35  0.06
29 H -6.36 3.38 -0.48  0.07
30 H -5.16 2.87 -2.52  0.10
31 H -6.01 1.41 -2.01  0.11
32 H -3.73 0.96 -2.82  0.11
33 H -3.04 1.99 -1.57  0.11
34 H -4.79 -0.34 -0.76  0.13
35 H -3.11 -0.63 -1.24  0.12
36 H -3.85 1.12 1.00  0.10
37 H -2.72 2.13 2.27  0.11
38 H -1.92 1.65 3.77  0.13
39 H -0.46 3.16 2.39  0.12
40 H -0.57 2.00 1.05  0.11
41 H 0.65 1.52 3.81  0.15
42 H 2.02 2.85 2.21  0.11
43 H 2.77 1.34 2.73  0.11
44 H 2.93 1.99 0.23  0.13
45 H 1.26 1.44 0.11  0.09
46 H 1.31 -1.32 -2.12  0.09
47 H 0.22 -0.73 -0.86  0.08
48 H 1.33 0.39 -1.69  0.09
49 H 3.29 -2.43 0.59  0.13
50 H 1.81 -2.95 -0.26  0.13
51 H 5.04 -1.21 -1.01  0.12
52 H 6.41 -1.66 -3.01  0.10
53 H 5.67 -3.34 -4.65  0.10
54 H 3.56 -4.56 -4.30  0.10
55 H 2.19 -4.10 -2.31  0.11
56 H 1.17 -0.75 3.08  0.13
57 H 0.47 -0.45 1.49  0.10
58 H -1.15 -1.68 2.79  0.12
59 H -1.10 -0.47 4.10  0.13

[3]
Here is a 4-piece molecular cluster, C21H33NO13 overall from OMol25. Energies are from ωB97M-V with the def2-TZVPD basis set.

Output
Structure (SMILES): CC(=O)NCCCCC1=CC(=O)C(O)=CC1=O.COC(=O)OC.COC(=O)OC.COC(=O)OC
E_LUMO in eV: -1.32
Highest occupied orbital energy in eV: -9.44
HOMO-LUMO gap in eV: 8.12

Last column: Löwdin charge in e.
Cartesian coordinates (Å):
1 C -1.67 0.60 -2.00  -0.01
2 C -1.23 -0.89 -1.56  -0.41
3 O -0.48 -1.48 -2.37  0.01
4 N -1.67 -1.43 -0.28  0.00
5 C -0.61 -2.25 0.38  -0.20
6 C -0.42 -1.81 1.91  -0.17
7 C 1.09 -1.33 2.25  -0.18
8 C 1.16 0.21 2.70  -0.14
9 C 2.23 1.08 1.91  -0.11
10 C 3.18 1.89 2.55  0.07
11 C 4.14 2.74 1.60  -0.24
12 O 4.82 3.66 2.12  0.05
13 C 4.28 2.49 0.04  -0.17
14 O 5.28 3.07 -0.78  0.01
15 C 3.35 1.63 -0.60  0.10
16 C 2.21 1.04 0.34  -0.25
17 O 1.22 0.53 -0.23  0.04
18 H -0.78 1.33 -1.92  0.05
19 H -2.49 1.03 -1.34  0.08
20 H -1.95 0.53 -3.10  0.09
21 H -2.51 -1.99 -0.48  0.13
22 H 0.40 -2.21 -0.13  0.11
23 H -0.99 -3.33 0.38  0.12
24 H -1.20 -1.02 2.19  0.11
25 H -0.65 -2.74 2.55  0.10
26 H 1.81 -1.49 1.39  0.10
27 H 1.40 -1.95 3.17  0.11
28 H 1.30 0.32 3.83  0.12
29 H 0.13 0.66 2.47  0.12
30 H 3.25 1.95 3.68  0.13
31 H 4.79 3.75 -1.30  0.12
32 H 3.39 1.40 -1.72  0.14
33 C -3.70 3.89 1.03  -0.05
34 O -4.38 2.63 1.02  -0.01
35 C -5.48 2.60 1.79  -0.61
36 O -5.90 3.51 2.46  0.12
37 O -6.01 1.37 1.69  0.00
38 C -7.19 1.19 2.47  -0.05
39 H -2.83 3.80 0.37  0.09
40 H -4.35 4.68 0.64  0.10
41 H -3.35 4.13 2.03  0.10
42 H -7.98 1.87 2.14  0.10
43 H -6.98 1.32 3.53  0.10
44 H -7.54 0.16 2.31  0.09
45 C 1.10 2.36 -3.47  -0.04
46 O 2.18 3.29 -3.39  -0.01
47 C 2.00 4.41 -4.10  -0.60
48 O 1.04 4.68 -4.77  0.13
49 O 3.08 5.19 -3.93  -0.01
50 C 3.03 6.43 -4.64  -0.04
51 H 1.36 1.49 -2.86  0.07
52 H 0.19 2.80 -3.08  0.09
53 H 0.96 2.02 -4.50  0.11
54 H 2.18 7.03 -4.29  0.10
55 H 2.96 6.26 -5.71  0.10
56 H 3.95 6.97 -4.43  0.09
57 C 1.13 -6.29 -1.11  -0.04
58 O 1.55 -7.33 -0.22  0.00
59 C 0.74 -7.51 0.83  -0.60
60 O -0.26 -6.88 1.07  0.12
61 O 1.24 -8.50 1.58  0.00
62 C 0.48 -8.80 2.75  -0.05
63 H 1.86 -6.24 -1.92  0.10
64 H 0.15 -6.52 -1.53  0.10
65 H 1.11 -5.33 -0.60  0.09
66 H -0.53 -9.13 2.47  0.10
67 H 0.43 -7.94 3.41  0.10
68 H 0.98 -9.62 3.27  0.09

[4]
Here is C21H34AlBrClF5NO7 as an isolated structure from OMol25. Energies are from ωB97M-V with the def2-TZVPD basis set.

Output
E_LUMO in eV: 1.65
Highest occupied orbital energy in eV: -7.77
Net charge: -1
HOMO-LUMO gap in eV: 9.41

Last column: Löwdin charge in e.
Cartesian coordinates (Å):
1 C 6.24 -4.20 2.26  0.01
2 C 6.00 -3.56 1.12  -0.06
3 C 4.65 -2.81 1.02  -0.51
4 O 3.80 -3.17 0.29  0.16
5 O 4.57 -1.68 1.80  -0.02
6 C 4.28 -0.57 0.91  -0.18
7 C 4.43 0.80 1.59  -0.16
8 C 4.62 1.86 0.44  -0.21
9 C 3.53 1.79 -0.66  -0.21
10 C 2.08 1.83 -0.12  -0.19
11 C 1.03 2.23 -1.20  -0.10
12 C -0.06 1.14 -1.47  -0.24
13 O -1.33 1.64 -1.78  -0.07
14 C -2.05 2.09 -0.65  -0.12
15 C -2.63 0.97 0.25  -0.30
16 O -1.71 0.46 1.23  -0.13
17 C -1.51 1.37 2.27  -0.40
18 O -0.23 1.03 2.84  -0.01
19 C -2.58 1.23 3.43  -0.11
20 C -3.20 -0.19 3.42  -0.27
21 C -2.16 -1.30 3.70  -0.61
22 Br -2.98 -2.93 4.44  0.58
23 C -3.30 -0.19 -0.57  -0.50
24 Cl -2.93 -1.81 0.19  0.71
25 C -4.87 -0.05 -0.56  -0.25
26 C -5.62 -1.38 -0.79  -0.16
27 C 0.41 0.33 -2.74  -0.36
28 O 0.41 0.85 -3.78  0.21
29 N 0.81 -1.09 -2.57  0.19
30 C -0.36 -1.89 -2.44  -0.59
31 O -0.37 -2.74 -1.64  0.15
32 F -1.37 -1.67 -3.24  0.19
33 H 7.27 -4.30 2.63  0.06
34 H 5.38 -4.59 2.81  0.08
35 H 6.70 -3.51 0.28  0.11
36 H 3.26 -0.70 0.52  0.11
37 H 5.02 -0.62 0.08  0.14
38 H 3.54 1.10 2.18  0.11
39 H 5.30 0.80 2.27  0.12
40 H 5.62 1.63 0.02  0.11
41 H 4.72 2.87 0.88  0.11
42 H 3.72 2.65 -1.33  0.12
43 H 3.72 0.89 -1.27  0.11
44 H 1.83 0.87 0.38  0.10
45 H 2.08 2.58 0.70  0.11
46 H 0.58 3.23 -1.01  0.12
47 H 1.59 2.35 -2.14  0.11
48 H -0.03 0.41 -0.63  0.14
49 H -2.92 2.66 -1.04  0.15
50 H -1.43 2.83 -0.10  0.12
51 H -3.46 1.43 0.83  0.14
52 H -1.44 2.43 1.94  0.15
53 H 0.20 1.86 3.07  0.09
54 H -3.36 1.99 3.20  0.11
55 H -2.07 1.49 4.37  0.12
56 H -3.74 -0.35 2.48  0.08
57 H -3.93 -0.22 4.25  0.09
58 H -1.71 -1.58 2.73  0.03
59 H -1.33 -0.92 4.31  0.07
60 H -2.92 -0.24 -1.60  0.11
61 H -5.21 0.36 0.40  0.10
62 H -5.10 0.62 -1.41  0.12
63 H -5.12 -2.07 -1.48  0.07
64 H -5.77 -1.91 0.17  0.06
65 H -6.65 -1.21 -1.18  0.07
66 H 1.30 -1.12 -1.68  0.13
67 F -3.60 -1.44 -6.80  -0.23
68 Al -2.65 -0.02 -6.52  -0.08
69 F -0.97 -0.42 -6.66  -0.22
70 F -2.97 0.59 -4.93  -0.23
71 F -3.05 1.18 -7.70  -0.23

[5]
Here is a 3-piece molecular cluster, C21H34BNO11 overall from OMol25. Energies are from ωB97M-V with the def2-TZVPD basis set.

Output
E_LUMO in eV: 2.97
Highest occupied orbital energy in eV: -1.06
Net charge: -2
HOMO-LUMO gap in eV: 4.03

Last column: Löwdin charge in e.
Cartesian coordinates (Å):
1 C -2.40 -0.19 -10.22  -0.16
2 C -0.92 -0.54 -9.55  -0.39
3 C -0.19 0.90 -9.28  -0.12
4 C -1.24 -1.42 -8.20  -0.24
5 C -0.03 -1.46 -7.09  -0.13
6 B -0.33 -0.37 -5.89  -0.80
7 O 0.91 0.48 -5.97  -0.09
8 C 1.46 0.71 -4.59  -0.23
9 O 2.47 -0.39 -4.53  -0.11
10 C 0.04 0.46 -3.78  -0.22
11 C -0.82 1.82 -4.11  -0.38
12 O -2.16 1.77 -3.85  -0.16
13 O -0.25 3.05 -4.68  -0.26
14 C 0.11 0.41 -2.11  -0.04
15 C 1.23 1.38 -1.41  0.02
16 C 1.27 1.38 0.26  -0.07
17 C 0.16 0.41 1.03  -0.10
18 C -0.83 -0.47 0.07  -0.14
19 N -0.89 -0.49 -1.44  0.06
20 O -0.35 -0.79 -4.48  -0.01
21 H -3.04 -1.16 -10.40  0.07
22 H -2.23 0.46 -11.18  0.05
23 H -2.94 0.54 -9.44  0.09
24 H -0.31 -1.10 -10.38  0.11
25 H 0.96 0.85 -9.06  0.08
26 H -0.71 1.39 -8.33  0.11
27 H -0.42 1.66 -10.17  0.07
28 H -2.30 -1.11 -7.76  0.11
29 H -1.38 -2.55 -8.57  0.09
30 H 0.16 -2.56 -6.66  0.10
31 H 0.98 -1.17 -7.64  0.10
32 H -1.30 0.19 -6.32  0.09
33 H 2.02 1.72 -4.38  0.14
34 H 2.96 -0.44 -5.41  0.10
35 H 1.96 2.05 -2.05  0.10
36 H 2.04 2.07 0.83  0.06
37 H 0.11 0.38 2.21  0.04
38 H -1.61 -1.18 0.63  0.08
39 C 5.49 -1.90 5.49  -0.08
40 C 4.98 -1.39 4.16  -0.22
41 O 3.55 -1.24 4.19  0.03
42 C 3.09 -0.14 4.83  -0.54
43 O 3.77 0.72 5.36  0.10
44 O 1.73 -0.17 4.80  -0.02
45 C 1.11 0.89 5.53  -0.06
46 H 4.97 -2.82 5.78  0.08
47 H 6.57 -2.10 5.44  0.08
48 H 5.32 -1.17 6.29  0.07
49 H 5.20 -2.12 3.38  0.13
50 H 5.46 -0.45 3.87  0.13
51 H 1.49 1.86 5.21  0.10
52 H 1.27 0.74 6.60  0.10
53 H 0.04 0.85 5.32  0.09
54 C -3.95 1.06 10.48  -0.07
55 C -4.22 1.47 9.05  -0.22
56 O -3.09 1.20 8.21  0.02
57 C -2.92 -0.09 7.84  -0.55
58 O -3.65 -1.03 8.15  0.10
59 O -1.80 -0.18 7.10  -0.02
60 C -1.45 -1.51 6.73  -0.04
61 H -3.03 1.53 10.85  0.08
62 H -4.78 1.35 11.13  0.08
63 H -3.81 -0.02 10.57  0.07
64 H -4.40 2.55 9.01  0.12
65 H -5.12 0.98 8.65  0.12
66 H -2.28 -2.02 6.24  0.10
67 H -1.12 -2.07 7.61  0.10
68 H -0.62 -1.46 6.02  0.09

[6]
Here is C21H34Br2I2N2O7S4 as an isolated structure from OMol25. Energies are from ωB97M-V with the def2-TZVPD basis set.

Output
E_LUMO in eV: -0.55
Highest occupied orbital energy in eV: -8.65
HOMO-LUMO gap in eV: 8.10

Last column: Löwdin charge in e.
Cartesian coordinates (Å):
1 C -2.24 -2.28 2.63  -0.08
2 C -1.68 -0.91 2.27  -0.30
3 N -1.70 -0.65 0.82  0.03
4 C -0.69 -0.31 -0.13  -0.37
5 O -1.36 0.25 -1.25  -0.17
6 C -2.74 0.57 -1.22  -0.17
7 C -3.01 1.39 -2.48  -0.16
8 O -4.14 2.21 -2.31  -0.14
9 C -5.37 1.68 -2.76  -0.27
10 C -6.12 0.91 -1.67  -0.07
11 C 0.44 0.79 0.24  -0.48
12 I -0.06 1.96 2.04  1.23
13 C 0.66 1.77 -0.95  -0.67
14 Br 1.98 1.27 -2.20  0.97
15 C 0.00 2.90 -1.25  -0.77
16 C -1.21 3.56 -0.64  -0.21
17 Br 0.51 3.93 -2.74  0.78
18 C 1.83 0.15 0.68  -0.54
19 C 2.83 1.29 0.96  -0.46
20 S 4.53 0.96 0.37  0.93
21 C 5.49 1.73 1.69  -0.55
22 C 6.08 3.09 1.33  -0.16
23 C 1.73 -0.79 1.90  -0.25
24 C 2.98 -1.62 2.23  -0.72
25 C 3.77 -1.01 3.39  -0.18
26 I 2.36 -3.57 2.92  0.88
27 O 2.44 -0.62 -0.39  -0.39
28 S 1.78 -1.83 -1.13  0.60
29 O 2.20 -3.02 -0.46  -0.27
30 O 2.06 -1.71 -2.52  -0.29
31 C -0.08 -1.68 -0.84  -0.32
32 N -0.32 -2.79 0.01  0.05
33 C -1.10 -3.70 -0.06  -0.80
34 S -2.01 -4.96 -0.07  0.83
35 S -0.88 -1.96 -2.51  0.67
36 C -0.22 -3.55 -2.96  -0.12
37 O -0.47 -1.00 -3.48  -0.28
38 O -2.29 -2.13 -2.25  -0.29
39 H -1.54 -3.09 2.45  0.05
40 H -3.17 -2.47 2.08  0.08
41 H -2.52 -2.27 3.68  0.08
42 H -0.72 -0.80 2.74  0.05
43 H -2.32 -0.18 2.75  0.09
44 H -2.33 -1.32 0.40  0.11
45 H -3.07 1.13 -0.35  0.12
46 H -3.35 -0.34 -1.26  0.10
47 H -3.14 0.71 -3.33  0.13
48 H -2.15 2.02 -2.69  0.11
49 H -5.98 2.53 -3.08  0.12
50 H -5.21 1.05 -3.64  0.12
51 H -5.94 1.41 -0.72  0.08
52 H -7.19 0.90 -1.87  0.07
53 H -5.77 -0.12 -1.60  0.07
54 H -0.91 4.28 0.11  0.06
55 H -1.91 2.87 -0.19  0.04
56 H -1.74 4.12 -1.41  0.05
57 H 2.50 2.20 0.46  0.05
58 H 2.91 1.47 2.02  0.05
59 H 4.90 1.82 2.61  0.06
60 H 6.29 1.03 1.92  0.07
61 H 6.46 3.10 0.31  0.06
62 H 5.35 3.89 1.47  0.07
63 H 6.92 3.30 1.99  0.07
64 H 1.51 -0.22 2.80  0.07
65 H 0.90 -1.47 1.77  0.04
66 H 3.65 -1.75 1.39  0.06
67 H 4.76 -1.45 3.46  0.08
68 H 3.26 -1.17 4.34  0.06
69 H 3.89 0.06 3.25  0.04
70 H -1.06 -4.24 -2.99  0.07
71 H 0.29 -3.40 -3.90  0.08
72 H 0.49 -3.89 -2.22  0.06

[7]
Here is C21H34BrN8Pm as an isolated structure from OMol25. Energies are from ωB97M-V with the def2-TZVPD basis set.

Output
E_LUMO (spin up / spin down) in eV: -5.51 / -5.41
Highest occupied orbital energy (spin up / spin down) in eV: -13.24 / -13.25
Net charge: +2
<S²>: 6.005
HOMO-LUMO gap (spin up / spin down) in eV: 7.74 / 7.84
2S+1: 5

Last column: Mulliken spin population.
Cartesian coordinates (Å):
1 Pm -0.04 0.14 0.31  4.05
2 C -2.49 -1.28 1.86  0.00
3 N -2.67 -2.14 0.70  0.00
4 C -2.72 -3.57 1.01  0.00
5 C -2.67 -1.65 -0.56  0.00
6 N -2.04 -0.49 -0.78  -0.01
7 C -2.41 0.38 -1.85  0.00
8 C -3.68 0.43 -2.40  0.00
9 C -3.95 1.19 -3.52  0.00
10 C -2.93 1.90 -4.14  0.00
11 C -1.68 1.94 -3.54  0.00
12 C -1.44 1.27 -2.34  0.00
13 N -0.21 1.43 -1.64  -0.01
14 C 0.38 2.63 -1.57  -0.01
15 N 1.72 2.66 -1.32  0.00
16 C 2.31 3.62 -0.39  0.00
17 C 2.50 1.45 -1.45  0.00
18 N -0.26 3.81 -1.68  0.00
19 C 0.35 4.99 -2.28  0.00
20 C -1.64 4.00 -1.25  0.00
21 N -3.25 -2.38 -1.54  0.00
22 C -2.71 -2.42 -2.89  0.00
23 C -4.46 -3.16 -1.34  0.00
24 H -3.09 -1.65 2.68  0.00
25 H -2.77 -0.25 1.64  0.00
26 H -1.45 -1.31 2.24  0.00
27 H -1.92 -3.80 1.72  0.00
28 H -2.56 -4.15 0.10  0.00
29 H -3.67 -3.85 1.45  0.00
30 H -4.47 -0.16 -1.96  0.00
31 H -4.95 1.20 -3.93  0.00
32 H -3.10 2.44 -5.06  0.00
33 H -0.89 2.53 -3.98  0.00
34 H 1.74 4.54 -0.35  0.00
35 H 3.32 3.85 -0.71  0.00
36 H 2.34 3.21 0.63  0.00
37 H 2.18 0.85 -2.30  0.00
38 H 2.47 0.82 -0.52  0.00
39 H 3.56 1.70 -1.56  0.00
40 H 1.32 4.73 -2.71  0.00
41 H 0.47 5.79 -1.55  0.00
42 H -0.30 5.34 -3.08  0.00
43 H -1.97 3.17 -0.64  0.00
44 H -2.31 4.12 -2.10  0.00
45 H -1.67 4.90 -0.64  0.00
46 H -1.76 -1.90 -2.94  0.00
47 H -3.40 -1.95 -3.60  0.00
48 H -2.57 -3.46 -3.18  0.00
49 H -4.89 -2.95 -0.36  0.00
50 H -4.28 -4.23 -1.44  0.00
51 H -5.18 -2.87 -2.11  0.00
52 Br -0.77 2.11 1.90  -0.02
53 N 4.25 -2.09 4.84  0.00
54 C 3.41 -1.70 3.86  0.00
55 C 2.71 -2.64 3.07  0.00
56 C 1.87 -2.19 2.09  0.00
57 N 1.66 -0.86 1.82  0.00
58 C 2.34 0.04 2.59  0.00
59 C 3.20 -0.32 3.59  0.00
60 H 4.41 -3.07 5.03  0.00
61 H 4.76 -1.42 5.39  0.00
62 H 2.83 -3.70 3.22  0.00
63 H 1.34 -2.90 1.48  0.00
64 H 2.17 1.09 2.39  0.00
65 H 3.71 0.45 4.16  0.00

no.,E (Ha),molecular weight (g mol⁻¹)
1,-3042.1180,460.41
2,-1134.8064,359.51
3,-1852.7415,507.49
4,-5178.2925,649.83
5,-1727.4735,487.31
6,-8792.7554,968.39
7,-4440.6903,623.46